(1)
74
Properties=species:S:1:pos:R:3:mulliken_spin:R:1 method="wB97M-V/def2-TZVPD" total_charge=+2 lumo_ha="-0.291 / -0.282" s2=2.02 e_homo_ev="-12.5 / -12.5" spin_multiplicity=3 fmax_ev_per_a=4.13 e_above_lowest_kcal_mol=60.1
W 0.4156 -0.3167 -0.4077 2.050
Br 4.8336 2.6190 -1.8512 0.000
Si -1.5474 -2.1528 -0.1582 -0.132
O 0.2516 0.8995 1.1554 0.048
O 2.3768 -3.1210 -1.9055 -0.003
O 1.4371 -1.0443 -1.8604 0.009
O 1.1202 2.3974 2.5693 -0.002
N 2.3776 7.2129 2.7779 0.000
N 1.7996 5.0307 3.2679 0.000
N 0.6427 6.1508 1.6646 0.000
N 1.6549 1.5273 -0.8936 0.039
N 3.8918 0.1354 -2.1913 -0.002
C -4.3834 -0.6353 -2.8842 -0.001
C 4.9488 -2.0010 -2.2748 0.000
C -2.5115 -1.8473 3.9274 -0.005
C -3.0445 -1.3247 -0.9299 0.000
C 6.1570 -1.3066 -2.1236 0.000
C -0.4397 -4.5162 -1.5472 -0.006
C 3.8104 -1.1938 -2.2583 -0.013
C 1.8023 2.5210 0.1527 -0.026
C -1.8028 -2.3995 1.7178 -0.006
C -5.3062 -0.2538 -0.7066 0.003
C -2.2639 -3.1923 4.3836 0.011
C -0.0818 4.3753 -0.0663 -0.001
C -1.6553 -3.7385 2.1355 0.017
C -4.1589 -0.9446 -0.1724 0.000
C 6.2458 0.1104 -2.0535 0.000
C -5.4525 -0.2519 -2.0680 -0.003
C 2.4632 -1.9165 -2.0027 0.004
C -2.2683 -1.4781 2.6137 0.005
C 1.5997 6.1441 2.5483 0.000
C -0.2032 5.0140 1.3457 0.000
C 1.3197 3.8540 -0.4182 -0.003
C 5.0628 0.7599 -1.9638 -0.003
C -0.6330 -5.6965 -2.3805 0.000
C -1.8038 -6.3804 -2.3103 0.000
C -2.7089 -4.5590 -0.9041 -0.002
C -2.8132 -5.8509 -1.4477 0.000
C 1.0217 1.9540 1.3942 0.070
C -3.2560 -1.2461 -2.3262 -0.018
C -1.7430 -4.1017 3.4858 -0.004
C -1.5101 -3.8863 -0.8855 0.006
H -0.0008 4.1545 2.0095 -0.001
H 2.8310 7.3357 3.6880 0.000
H 2.5010 7.8897 2.0116 0.000
H -3.7904 -6.3593 -1.3803 0.000
H -1.2321 5.2908 1.5125 0.000
H -4.1799 -0.9424 0.9064 0.000
H -0.3989 5.1386 -0.8529 0.000
H 2.8388 2.7420 0.4244 -0.012
H -1.9956 -7.3003 -2.9127 0.000
H 2.0547 4.5623 0.0237 0.001
H -6.4199 0.1158 -2.3975 0.000
H -1.7095 -5.2111 3.8087 0.000
H -2.3768 -0.3988 2.2684 0.003
H 0.2235 -6.0719 -3.0011 0.000
H -4.3253 -0.3321 -3.8782 0.000
H -3.6575 -4.0802 -0.6742 -0.001
H 0.5048 6.9015 0.9646 0.000
H -2.7102 -1.0524 4.6706 0.000
H -2.4494 -1.5495 -2.9489 -0.001
H 0.5187 -4.0101 -1.5384 0.011
H -1.2932 -4.5093 1.5027 0.002
H 1.6621 4.0608 2.9656 0.001
H -6.0521 0.2455 -0.0429 0.000
H 1.3006 1.9508 -1.7543 0.006
H 2.5855 1.1383 -1.2030 -0.045
H 7.1390 -1.7907 -1.9560 0.000
H 4.9134 -3.0803 -2.4363 0.000
H -0.8760 3.6102 -0.0731 0.002
H 1.5229 3.7825 -1.5520 0.001
H -2.3529 -3.3550 5.4466 0.000
H 2.3323 5.1890 4.0845 0.000
H 7.2465 0.5853 -1.8344 0.000

=====

(2)
67
Properties=species:S:1:pos:R:3:lowdin_charge:R:1 method="wB97M-V/def2-TZVPD" total_charge=0 lumo_ha=-0.019 smiles="CCCCN(CCCC)C[C@H](O)c1cc(Cl)cc2c1-c1ccc(Cl)cc1/C2=C/c1ccc(Cl)cc1" e_homo_ev=-8.1 spin_multiplicity=1 fmax_ev_per_a=0.86 e_above_lowest_kcal_mol=4.2
Cl 2.7748 2.1203 -3.5426 0.681
Cl -1.2468 0.0420 5.6226 0.669
Cl 8.1537 3.8628 0.2654 0.676
O -2.2597 2.0461 -2.6935 -0.020
N -2.1105 -1.1938 -0.9070 -0.169
C -1.9814 0.4072 3.0530 -0.094
C 1.4789 1.5832 0.1663 -0.096
C -4.1614 -2.6181 -1.3173 -0.198
C 0.2665 -1.7959 -0.6966 -0.191
C 4.2734 3.3168 0.9662 -0.044
C 1.8232 1.4346 1.5809 -0.100
C -0.4587 1.4359 -1.2889 -0.102
C 1.2893 -2.9274 -0.6938 -0.260
C 6.6575 2.0270 1.5576 -0.099
C -0.4740 1.0346 1.2971 -0.099
C -0.9369 0.4285 3.9643 -0.665
C -1.9064 1.1880 -1.6249 -0.297
C 4.2477 2.1290 1.6997 -0.224
C 0.3535 0.7480 3.5721 -0.037
C 0.3917 1.6958 -2.3615 -0.048
C 0.5775 1.0446 2.2405 -0.113
C 2.3190 1.7935 -0.9109 -0.041
C 0.0892 1.3664 -0.0102 -0.059
C 5.4681 3.8541 0.5300 -0.091
C 6.6571 3.2003 0.8186 -0.673
C 3.0001 1.5851 2.2170 0.040
C -3.4308 -1.5812 -0.4485 -0.209
C 5.4590 1.5079 2.0064 -0.023
C -6.5563 -1.8280 -0.9302 -0.112
C -1.7527 0.7094 1.7200 -0.006
C -1.1531 -2.2829 -0.9834 -0.193
C -2.1164 -0.2959 -2.0400 -0.117
C 2.6857 -2.3945 -0.3963 -0.108
C 1.7518 1.8539 -2.1735 -0.643
C -5.5502 -2.9635 -0.7796 -0.265
H -6.6279 -1.5177 -1.9708 0.073
H 3.0454 1.2847 3.2573 0.119
H -7.5413 -2.1534 -0.6038 0.069
H 5.4565 0.5957 2.5847 0.118
H 1.1517 0.7547 4.2975 0.107
H 7.5890 1.5324 1.7837 0.105
H -4.2549 -2.2440 -2.3397 0.108
H 5.4813 4.7755 -0.0307 0.108
H 2.9811 -1.6644 -1.1466 0.070
H -6.2719 -0.9667 -0.3312 0.061
H 0.5599 -1.0550 -1.4411 0.107
H -5.9246 -3.8356 -1.3209 0.104
H 3.3843 1.8952 -0.7890 0.102
H 3.4143 -3.2017 -0.3933 0.067
H -0.0289 1.7683 -3.3512 0.117
H -2.5398 1.4119 -0.7589 0.134
H -1.4262 -3.0173 -0.2224 0.126
H -5.4682 -3.2398 0.2740 0.106
H -2.9744 0.1506 3.3873 0.104
H 1.0128 -3.6689 0.0591 0.109
H 2.7049 -1.9058 0.5756 0.068
H -4.0339 -0.6725 -0.3860 0.109
H -1.1757 -2.7881 -1.9637 0.127
H -2.5784 0.6659 1.0340 0.084
H -3.0714 -0.3473 -2.5842 0.120
H 3.3466 3.8298 0.7581 0.126
H -3.1784 1.8824 -2.9324 0.098
H -3.3229 -1.9802 0.5650 0.126
H 0.2681 -1.3047 0.2768 0.112
H -1.3266 -0.5633 -2.7463 0.133
H -3.5611 -3.5292 -1.3538 0.106
H 1.2880 -3.4254 -1.6661 0.109

=====

(3)
74
Properties=species:S:1:pos:R:3:lowdin_charge:R:1 method="wB97M-V/def2-TZVPD" total_charge=+1 lumo_ha=-0.093 e_homo_ev=-10.9 spin_multiplicity=1 fmax_ev_per_a=1.33 e_above_lowest_kcal_mol=16.8
Zn -1.8439 -0.4020 1.1631 0.554
S -1.0401 -0.5240 3.6433 0.951
F 4.1476 -0.0633 -1.4753 0.073
O -0.4810 0.8427 0.2797 -0.047
O -2.8871 -0.4414 -0.3882 -0.096
O -4.0607 1.1460 -1.4085 0.072
N -0.5224 1.8100 -3.6673 0.006
N -0.2946 -1.8253 0.8109 0.032
N -3.4596 -1.5337 2.1465 -0.104
N 8.1500 -1.1309 3.2235 0.182
N 1.8822 -2.1643 0.9560 0.006
N -3.0522 1.1951 2.0590 -0.109
C -3.0121 0.5921 -1.1368 -0.602
C -4.4340 0.7379 1.8888 -0.169
C 0.7118 1.0216 -1.7633 -0.030
C 2.9955 0.8129 -3.3403 0.068
C 5.7934 -1.5423 2.3078 -0.220
C 7.1040 -1.3212 2.7998 -0.182
C 0.8405 -1.3904 1.3081 -0.218
C -4.6134 -0.6749 2.4502 -0.160
C -1.7078 -2.2060 3.8204 -0.405
C -1.7053 1.0785 -1.7351 -0.020
C 0.0275 -2.9327 0.0809 -0.075
C 4.7305 -0.8452 2.8823 0.001
C 1.3709 -3.1558 0.1597 -0.013
C 3.2050 -1.9606 1.3922 -0.174
C 1.9090 0.5649 -1.2012 0.077
C 4.2675 -2.6479 0.8152 0.006
C 1.8412 1.3144 -3.9068 -0.121
C 3.4468 -1.0600 2.4307 0.008
C 3.0152 0.4437 -1.9992 -0.242
C 5.5554 -2.4484 1.2747 0.004
C -0.5228 2.5159 -4.9418 -0.305
C -1.6638 1.5615 -3.0106 0.058
C -2.3112 0.5595 4.3815 -0.390
C -3.1037 -2.4567 3.2208 -0.227
C 0.4192 1.7975 -5.9050 -0.124
C -0.5074 0.9833 -0.9708 -0.273
C -0.1567 3.9812 -4.7038 -0.014
C -2.7117 1.6651 3.4032 -0.235
C 1.8337 1.7527 -5.3413 -0.126
C 0.6723 1.4041 -3.1208 -0.072
H 2.4477 1.0757 -5.9351 0.127
H 4.9133 -0.1438 3.6839 0.130
H 4.0954 -3.3350 0.0039 0.113
H 1.9310 0.2875 -0.1609 0.111
H 0.7769 4.0701 -4.1544 0.086
H -3.6710 -2.0385 1.2922 0.122
H -3.8408 -2.3947 4.0272 0.117
H 0.0536 0.7784 -6.0495 0.129
H 1.9678 -3.9309 -0.2755 0.121
H -0.0600 4.5017 -5.6526 0.092
H -5.5377 -1.0978 2.0468 0.136
H 0.9236 -0.5084 1.9015 0.077
H -4.7396 -0.6118 3.5326 0.105
H -5.1413 1.4127 2.3839 0.130
H -4.6612 0.7406 0.8222 0.100
H -3.1425 -0.0650 4.6860 0.069
H -3.5460 2.2253 3.8482 0.130
H -1.5400 2.4733 -5.3398 0.150
H -0.9602 -2.8091 3.3091 0.063
H -0.7119 -3.4940 -0.4527 0.116
H -2.5912 1.7531 -3.5332 0.157
H -1.8568 2.3370 3.3027 0.127
H 3.8917 0.6861 -3.9273 0.137
H 2.2899 2.7440 -5.4074 0.128
H -3.1173 -3.4869 2.8588 0.128
H 2.6390 -0.5293 2.9047 0.109
H -1.6885 -2.4620 4.8777 0.083
H -2.9322 1.9749 1.4200 0.132
H -0.9401 4.4684 -4.1278 0.088
H -1.8660 1.0134 5.2678 0.084
H 0.4065 2.3012 -6.8719 0.126
H 6.3803 -2.9897 0.8365 0.129